{
  "formula": "C3H9NSi",
  "method": "ωB97M-V/def2-TZVPD",
  "multiplicity": 1,
  "smiles": "[SiH3]NC1CC1",
  "orbital_gap_ev": 9.9898,
  "relative_energy_ev": 1.4227,
  "lumo_ev": 1.13,
  "homo_energy_ev": -8.9,
  "symbols": ["C", "C", "C", "N", "Si", "H", "H", "H", "H", "H", "H", "H", "H", "H"],
  "xyz": [[-1.195108, 0.841981, 0.154094], [-1.931311, -0.308368, -0.453543], [-0.577740, -0.482832, 0.337279], [0.672884, -0.614051, -0.336710], [2.027957, 0.434105, 0.125122], [-0.696602, 1.528652, -0.436576], [-1.692308, 1.426534, 1.026913], [-2.886907, -0.641399, -0.053913], [-1.994157, -0.620306, -1.528594], [-0.618847, -0.843645, 1.376477], [0.547120, -0.871521, -1.327600], [3.356489, -0.018493, -0.462509], [2.057210, 0.561427, 1.629581], [1.610948, 1.853079, 0.016174]],
  "forces_ev_per_a": [[-2.83, 1.45, 2.38], [0.72, -1.33, -0.57], [-1.15, 0.57, 0.67], [1.09, -0.69, -1.25], [-0.98, -0.21, 0.85], [0.98, 1.03, -1.38], [0.71, -1.40, -1.42], [0.45, 0.09, 0.74], [0.81, 0.95, 0.81], [0.01, -0.30, -0.69], [0.38, 0.10, 0.92], [-0.86, 0.35, 0.16], [0.26, -0.82, -0.34], [0.42, 0.19, -0.87]]
}